Record 1
Computed, not measured: a cluster of 2 separate species, C3H7ClNO2S in total, with the ωB97M-V functional and the def2-TZVPD basis.

Summary:
charge: -1
total energy: -1182.00504 hartree
maximum force: 3.03 eV/Å
energy relative to the best compared isomer or geometry (same formula, charge and spin): 3.881 eV
Kohn-Sham gap (spin up / spin down): 6.94 / 7.35 eV

```
15
Properties=species:S:1:pos:R:3:mulliken_charge:R:1
C -0.950 0.059 -2.761 -0.378
C 0.561 1.298 1.086 -0.791
C -0.086 -1.008 1.558 -0.619
N -0.400 0.278 0.991 -0.425
O 1.599 0.196 -1.704 -0.602
O 0.205 -1.826 -1.341 -0.657
S 0.225 -0.345 -1.497 0.883
Cl -2.526 -0.460 -2.150 -0.223
H -0.970 1.209 -2.783 0.144
H 1.618 1.064 1.155 0.318
H 0.315 1.991 0.331 0.297
H 0.395 1.902 2.072 0.289
H 0.913 -1.151 1.875 0.282
H -0.683 -1.547 2.476 0.225
H -0.216 -1.661 0.693 0.258
```

---

Record 2
Computed, not measured: a cluster of 2 separate species, C3H7ClO in total, with the ωB97M-V functional and the def2-TZVPD basis.

Summary:
total energy: -653.78878 hartree
maximum force: 4.44 eV/Å
energy relative to the best compared isomer or geometry (same formula, charge and spin): 3.532 eV
Kohn-Sham gap: 9.23 eV

```
12
Properties=species:S:1:pos:R:3:mulliken_charge:R:1
C -0.846 -0.819 0.609 -0.975
C 0.801 1.088 0.211 -1.141
C -0.377 0.408 -0.181 0.448
O 0.012 -0.563 -1.908 -0.435
Cl 1.099 -1.802 -1.795 -0.071
H -1.704 -1.404 0.222 0.303
H -0.056 -1.487 0.517 0.334
H -1.090 -0.504 1.750 0.265
H 0.484 1.654 1.084 0.349
H 1.195 1.780 -0.490 0.349
H 1.559 0.413 0.560 0.324
H -1.077 1.236 -0.579 0.250
```

---

Record 3
Computed, not measured: the ion C3H7ClO2P with charge -1, with the ωB97M-V functional and the def2-TZVPD basis.

Summary:
charge: -1
total energy: -1070.68616 hartree
maximum force: 3.95 eV/Å
energy relative to the best compared isomer or geometry (same formula, charge and spin): 0.152 eV
Kohn-Sham gap: 9.14 eV

```
14
Properties=species:S:1:pos:R:3:mulliken_charge:R:1
C 0.282 -1.373 -0.502 -1.439
C -0.364 -0.032 -0.240 0.408
C 0.197 1.015 -1.064 -1.391
P -0.123 0.185 1.648 0.919
O 1.241 0.679 2.008 -0.719
O -0.733 -0.955 2.345 -0.688
Cl -1.288 1.921 2.007 -0.421
H 1.411 -1.219 -0.520 0.311
H -0.276 -2.126 0.239 0.329
H 0.175 -1.664 -1.565 0.402
H -1.515 -0.228 -0.346 0.245
H 1.291 1.078 -0.831 0.320
H -0.411 1.883 -1.014 0.347
H 0.113 0.835 -2.166 0.380
```

---

Record 4
Computed, not measured: a cluster of 2 separate species, C3H7ClO3P in total, with the ωB97M-V functional and the def2-TZVPD basis.

Summary:
charge: -1
total energy: -1145.91796 hartree
maximum force: 3.97 eV/Å
energy relative to the best compared isomer or geometry (same formula, charge and spin): 0.765 eV
Kohn-Sham gap: 9.32 eV

```
15
Properties=species:S:1:pos:R:3:mulliken_charge:R:1
C -1.425 -1.078 1.401 -0.970
C 0.801 1.272 -1.789 -0.482
C -0.220 1.691 -0.795 0.181
O 1.232 0.135 1.159 -0.681
O 1.025 -2.232 2.074 -0.658
O -1.392 1.921 -1.051 -0.581
P 0.542 -1.163 1.203 0.811
Cl 0.749 -2.052 -0.771 -0.451
H -1.635 -2.123 1.280 0.320
H -1.891 -0.540 0.628 0.333
H -1.385 -0.539 2.327 0.269
H 0.667 1.640 -2.782 0.354
H 0.814 0.194 -1.603 -0.092
H 1.859 1.428 -1.445 0.275
H 0.259 1.447 0.164 0.372
```

---

Record 5
Computed, not measured: a structure of composition C3H7CrO2, with the ωB97M-V functional and the def2-TZVPD basis.

Summary:
charge: +1
total energy: -1313.09446 hartree
maximum force: 2.83 eV/Å
energy relative to the best compared isomer or geometry (same formula, charge and spin): 0.355 eV
Kohn-Sham gap (spin up / spin down): 8.21 / 9.30 eV
2S+1: 5

```
13
Properties=species:S:1:pos:R:3:mulliken_charge:R:1
O 2.221 0.235 -0.362 -0.499
C 1.730 -0.800 0.070 0.060
C 0.251 -0.967 0.139 -0.263
O -0.346 0.272 -0.161 -0.412
C -1.777 0.271 -0.128 -0.616
Cr 0.908 1.779 -0.509 0.635
H 2.356 -1.687 0.259 0.397
H -0.020 -1.314 1.153 0.402
H -0.057 -1.750 -0.576 0.403
H -2.122 -0.001 0.878 0.312
H -2.106 1.285 -0.374 0.237
H -2.158 -0.441 -0.871 0.303
H 1.119 3.118 0.481 0.040
```

---

Record 6
Computed, not measured: the molecule C3H7F3N2O2S2, with the ωB97M-V functional and the def2-TZVPD basis.

Summary:
total energy: -1474.36782 hartree
maximum force: 4.72 eV/Å
Kohn-Sham gap: 9.98 eV

```
19
Properties=species:S:1:pos:R:3:mulliken_charge:R:1
C -0.784 -1.000 1.820 -0.685
S 0.159 -1.309 0.357 -0.005
N -0.360 -0.436 -0.997 -0.476
N 0.120 0.923 -1.161 0.131
C 1.490 0.939 -1.671 -0.871
S -0.497 2.118 -0.304 1.074
O -0.163 3.277 -1.144 -0.630
O -1.784 1.810 0.168 -0.568
C 0.619 2.317 1.302 0.624
F -0.153 2.193 2.387 -0.213
F 1.646 1.483 1.461 -0.204
F 1.111 3.594 1.321 -0.249
H -1.868 -0.915 1.625 0.256
H -0.431 -0.143 2.408 0.209
H -0.526 -2.007 2.406 0.299
H -1.383 -0.591 -1.296 0.300
H 1.803 1.983 -1.805 0.372
H 2.247 0.501 -1.090 0.340
H 1.785 0.523 -2.685 0.296
```

---

Record 7
Computed, not measured: a structure of composition C3H7F8N4O17S8Tl, with the ωB97M-V functional and the def2-TZVPD basis.

Summary:
charge: -2
total energy: -5773.33811 hartree
maximum force: 7.18 eV/Å
energy relative to the best compared isomer or geometry (same formula, charge and spin): 0.000 eV
Kohn-Sham gap: 3.97 eV

```
48
Properties=species:S:1:pos:R:3:mulliken_charge:R:1
Tl 3.347 19.674 -4.640 2.062
C 5.501 21.766 -7.067 -1.009
C 4.045 22.049 -7.508 0.726
C 3.750 21.415 -8.877 -1.100
O 3.092 21.796 -6.563 -0.448
H 6.144 22.080 -7.893 0.399
H 5.784 20.759 -6.761 0.137
H 5.778 22.524 -6.332 0.300
H 4.088 23.152 -7.479 0.217
H 2.875 21.871 -9.339 0.349
H 3.585 20.339 -8.819 0.191
H 4.655 21.604 -9.453 0.381
N 1.281 18.361 -6.098 -0.205
S 1.254 17.437 -7.575 1.018
O 0.027 17.241 -8.285 -0.566
O 2.209 16.363 -7.502 -0.542
F 1.997 18.512 -8.510 -0.224
S -0.136 17.817 -5.581 0.859
O -0.158 16.428 -5.276 -0.582
O -1.279 18.412 -6.213 -0.583
F -0.003 18.389 -4.090 -0.153
N 5.231 17.795 -5.529 -0.008
S 6.393 17.015 -4.634 1.022
O 7.720 17.441 -4.952 -0.601
O 6.093 15.679 -4.266 -0.579
F 6.094 17.833 -3.298 -0.198
S 5.679 17.200 -6.914 0.747
O 5.402 15.800 -7.107 -0.601
O 6.832 17.717 -7.590 -0.641
F 4.453 17.885 -7.676 -0.244
N 5.484 20.741 -3.197 0.022
S 6.877 21.292 -3.613 0.921
O 8.028 20.745 -2.984 -0.619
O 6.979 22.617 -4.153 -0.607
F 6.940 20.273 -4.920 -0.266
S 5.489 21.380 -1.671 0.858
O 5.636 22.825 -1.666 -0.625
O 5.977 20.586 -0.569 -0.543
F 3.884 21.355 -1.470 -0.223
N 2.347 18.773 -2.273 -0.037
S 1.329 19.407 -1.205 1.003
O 1.765 19.862 0.102 -0.596
O -0.032 19.000 -1.374 -0.581
F 1.188 20.830 -1.992 -0.333
S 2.802 17.549 -1.238 0.862
O 1.766 16.630 -0.881 -0.613
O 3.813 17.837 -0.264 -0.521
F 3.557 16.712 -2.373 -0.229
```

---

Record 8
Computed, not measured: the molecule C3H7FN2O, with the ωB97M-V functional and the def2-TZVPD basis.

Summary:
total energy: -402.97101 hartree
maximum force: 7.38 eV/Å
energy relative to the best compared isomer or geometry (same formula, charge and spin): 3.767 eV
Kohn-Sham gap: 10.24 eV

```
14
Properties=species:S:1:pos:R:3:mulliken_charge:R:1
N -0.342 -1.752 -0.028 -0.658
C 0.254 -0.416 -0.392 0.396
C -0.601 0.636 -0.342 -0.221
N -1.956 0.478 -0.276 -0.378
O -2.254 1.973 -0.346 -0.406
C 1.541 -0.044 0.475 -0.333
F 2.452 0.755 -0.206 -0.278
H -0.828 -1.640 0.896 0.278
H 0.471 -2.380 0.009 0.293
H 0.771 -0.456 -1.279 0.308
H 0.053 1.549 -0.790 0.235
H -3.032 2.003 0.159 0.307
H 2.003 -1.136 0.650 0.179
H 1.467 0.431 1.471 0.277
```

---

Record 9
Computed, not measured: the molecule C3H7FN2S, with the ωB97M-V functional and the def2-TZVPD basis.

Summary:
total energy: -726.03300 hartree
maximum force: 2.11 eV/Å
energy relative to the best compared isomer or geometry (same formula, charge and spin): 0.815 eV
Kohn-Sham gap: 9.18 eV

```
14
Properties=species:S:1:pos:R:3:mulliken_charge:R:1
C -0.331 -1.579 0.647 -1.080
C 0.002 -0.801 -0.611 0.326
F -1.195 -0.365 -1.097 -0.340
C 1.049 0.311 -0.377 0.094
S 2.690 0.005 -0.316 -0.318
N 0.553 1.531 -0.052 0.015
N -0.788 1.997 0.056 -0.752
H -0.662 -0.865 1.412 0.287
H -1.061 -2.379 0.407 0.314
H 0.547 -2.088 1.066 0.332
H 0.477 -1.383 -1.423 0.284
H 1.192 2.303 -0.101 0.229
H -1.366 1.515 -0.612 0.353
H -1.107 1.797 1.001 0.254
```

---

Question: What is the formula in the fifth record?
Answer: C3H7CrO2